Molecular formula: C4H6NO3S
Method: DFT, ωB97M-V/def2-TZVPD

```
15
Properties=species:S:1:pos:R:3:forces:R:3
C 0.1703 1.6817 -0.3187 1.3 1.4 -0.3
C -0.8074 -0.3969 -1.3012 0.5 0.9 0.8
C -1.0926 0.1558 1.5786 2.0 0.6 -1.9
C 0.0810 0.3244 -0.3221 -2.1 -3.2 3.1
N 0.4963 2.7795 -0.2997 -0.3 1.5 0.0
O 1.9786 -0.4689 1.3862 -0.9 0.1 -0.7
O 1.3139 -2.0642 -0.3676 -1.0 1.2 0.5
O 2.5928 -0.1007 -0.9593 -1.5 0.0 0.7
S 1.5904 -0.6578 -0.0168 3.6 -0.6 -0.3
H -0.2270 -0.3515 -2.2085 0.0 -0.7 -0.7
H -0.9610 -1.4299 -0.9055 -0.3 0.9 -0.8
H -1.6332 0.3001 -1.4360 -0.7 -0.7 -0.1
H -0.2680 -0.4359 1.9059 0.0 -0.7 0.6
H -1.8435 -0.2890 0.9871 -1.0 -0.7 0.0
H -1.3906 0.9533 2.2776 0.4 0.1 -0.9
```
Positions in Å, forces in eV/Å.

The calculation puts the LUMO energy at 0.1218 Eh. The molar mass is 148.16 g mol⁻¹. Its energy above the lowest of the compared OMol25 structures with the same formula, charge and spin is 320.4 kJ/mol. Its HOMO-LUMO gap is 0.3151 hartree. The HOMO energy is -0.19325 Eh. The energy is -834.64749 Ha. The total charge is -1.

Results of the Mulliken charge analysis, in e, for atoms 1 through 4: 0.128 -1.549 -0.846 0.466

=====

Molecular formula: C24H20BrCl2IrNOS
Method: DFT, ωB97M-V/def2-TZVPD

```
51
Properties=species:S:1:pos:R:3:forces:R:3
Ir -0.6936 0.1255 -0.2155 -1.6 0.5 0.1
Br 1.4240 1.1978 1.6817 -0.2 0.1 0.1
C 0.0626 2.2546 2.5248 0.2 0.2 0.1
C 0.4804 3.3212 3.2762 0.1 -0.3 -0.3
C -0.4639 4.1075 3.9428 -0.4 0.0 0.1
C -1.7859 3.7556 3.9042 0.2 0.0 0.1
C -2.2211 2.6439 3.1578 0.4 -0.2 -0.3
C -3.5807 2.2751 3.1454 -0.2 -0.2 -0.2
C -4.0231 1.2573 2.3427 -0.1 0.2 0.3
C -3.1217 0.5853 1.5110 0.2 -0.1 -0.1
C -1.7658 0.8811 1.4929 0.3 -0.7 -1.2
C -1.2913 1.8937 2.3750 0.1 0.1 0.1
H 1.5304 3.5493 3.3602 0.1 0.0 0.0
H -0.1378 4.9732 4.4949 0.0 0.1 0.1
H -2.5318 4.3272 4.4338 0.0 0.1 0.1
H -4.2642 2.8102 3.7872 -0.1 0.1 0.0
H -5.0661 0.9763 2.3446 -0.1 0.0 0.0
H -3.5163 -0.1787 0.8551 0.0 -0.1 0.0
O 1.2727 -1.1192 -1.0268 -0.2 0.6 0.3
C 1.3359 -2.5325 -1.1371 0.1 -1.0 0.0
C 1.3832 -3.2580 0.2099 -0.2 0.4 -0.1
C 0.2933 -2.7757 1.1784 0.1 0.0 -0.1
C -1.0770 -3.0327 0.6303 0.1 -0.2 0.2
C -1.7221 -4.2454 0.8535 -0.1 0.1 -0.1
C -2.9687 -4.4682 0.2955 0.1 0.2 0.0
C -3.5285 -3.4754 -0.4963 0.1 0.0 0.1
C -2.8244 -2.3000 -0.6762 -0.4 -0.2 -0.1
N -1.6356 -2.0781 -0.1179 0.2 0.5 0.0
H 2.0932 -0.8058 -0.6252 -0.1 0.1 -0.1
H 2.2178 -2.8018 -1.7270 -0.2 0.0 0.0
H 0.4441 -2.8250 -1.6924 0.1 0.1 0.0
H 2.3594 -3.1180 0.6799 0.0 0.0 0.0
H 1.2527 -4.3246 0.0166 0.1 0.0 0.0
H 0.4072 -1.6978 1.3530 0.0 -0.2 0.2
H 0.4155 -3.2974 2.1271 0.0 0.1 0.1
H -1.2407 -4.9997 1.4568 0.0 0.0 0.1
H -3.4965 -5.3931 0.4724 0.0 -0.1 0.0
H -4.4873 -3.6110 -0.9698 -0.1 0.0 0.0
H -3.2151 -1.5087 -1.3001 0.0 0.0 0.0
Cl 0.6463 1.9300 -1.5969 0.6 0.3 0.4
C 0.1024 1.7134 -3.2108 -0.6 -0.2 -0.9
C 0.9388 2.0507 -4.2559 0.0 0.0 0.0
C 0.4919 1.9020 -5.5613 0.0 0.0 0.2
C -0.7883 1.4394 -5.8090 -0.1 0.0 0.0
C -1.6238 1.1006 -4.7575 0.5 0.2 0.3
Cl -3.2132 0.5425 -5.0844 -0.2 -0.1 -0.1
C -1.1864 1.2075 -3.4248 0.3 0.0 -0.3
S -2.2268 0.7104 -2.1348 0.6 -0.5 1.5
H 1.9272 2.4264 -4.0485 0.1 0.1 0.0
H 1.1481 2.1527 -6.3787 0.0 0.0 -0.1
H -1.1524 1.3340 -6.8174 0.0 0.0 -0.1
```
Positions in Å, forces in eV/Å.

The calculation puts the LUMO energy (spin up / spin down) at -0.0867 / -0.1902 Eh. The molar mass is 713.52 g mol⁻¹. Its energy above the lowest of the compared OMol25 structures with the same formula, charge and spin is 64.0 kJ/mol. Its HOMO-LUMO gap (spin up / spin down) is 0.3046 / 0.2084 hartree. The HOMO energy (spin up / spin down) is -0.39133 / -0.39857 Eh. The energy is -5053.15781 Ha. The total charge is +1. Its spin multiplicity is 5.

Results of the Mulliken charge analysis, in e, for atoms 1 through 4: 1.194 -0.177 0.532 -0.742

=====

Molecular formula: C12H16O3
Method: DFT, ωB97M-V/def2-TZVPD

```
31
Properties=species:S:1:pos:R:3:forces:R:3
C 1.1361 1.0468 1.4856 -0.8 -0.4 -1.5
C -0.1086 0.6419 0.6702 0.1 -0.8 -0.8
C -0.3262 -0.9743 0.6004 1.4 -0.3 -2.5
C 0.7890 -1.7499 -0.2637 0.6 -0.8 -0.7
C 1.7546 -2.6584 0.2134 0.5 0.5 -0.1
C 2.7481 -3.3501 -0.5672 -1.4 1.6 3.2
C 2.8434 -3.0555 -1.8633 0.4 0.8 -3.9
C 1.9162 -2.2130 -2.5412 -2.3 -0.3 3.6
C 0.8110 -1.6609 -1.6599 1.4 0.7 -2.7
O -0.0776 1.3418 -0.6481 2.3 -2.1 0.6
C -1.2711 1.9694 -0.8232 -1.1 1.2 1.1
C -1.5803 2.3730 0.6331 -1.2 0.0 -0.6
C -3.0749 2.6921 0.7573 -0.3 0.8 1.6
O -3.6809 1.9910 1.8250 -0.4 1.4 0.7
O -1.2350 1.1458 1.3018 -1.2 0.9 0.0
H 1.9338 0.3787 1.2852 1.0 -0.4 -0.2
H 1.4024 2.0622 1.3213 0.4 0.8 -0.9
H 0.9379 1.0721 2.5107 -0.7 -0.7 1.7
H -0.2969 -1.3161 1.6354 -0.2 -0.1 -0.1
H -1.2559 -1.3633 0.0411 0.9 1.4 1.3
H 1.8317 -2.5948 1.2638 0.3 -0.9 1.3
H 3.5731 -3.8752 -0.1025 -0.4 -0.2 0.3
H 3.7407 -3.4456 -2.3993 -1.0 0.3 0.1
H 1.9514 -2.1374 -3.6283 -0.2 0.4 0.5
H 0.0527 -0.9626 -2.0810 0.7 -0.7 -0.2
H -1.2343 2.8658 -1.4743 0.4 -0.7 0.1
H -2.0458 1.2591 -1.1712 0.0 0.4 0.0
H -1.0148 3.2292 1.0476 0.2 -0.5 -0.5
H -3.6491 2.3783 -0.0955 0.1 0.4 -1.1
H -3.2063 3.7970 0.9835 0.0 -1.3 -0.5
H -3.3643 1.1127 1.7433 0.4 -1.5 0.2
```
Positions in Å, forces in eV/Å.

The calculation puts the LUMO energy at 0.0298 Eh. The molar mass is 208.26 g mol⁻¹. Its structure (SMILES) is C[C@]1(Cc2ccccc2)OC[C@@H](CO)O1. Its energy above the lowest of the compared OMol25 structures with the same formula, charge and spin is 240.3 kJ/mol. Its HOMO-LUMO gap is 0.3562 hartree. The HOMO energy is -0.32645 Eh. The energy is -692.48397 Ha.

Results of the Mulliken charge analysis, in e, for atoms 1 through 4: -1.885 1.295 -1.158 0.402

=====

Molecular formula: C3H4Cl2FN4
Method: DFT, ωB97M-V/def2-TZVPD

```
14
Properties=species:S:1:pos:R:3:forces:R:3
F 1.0065 0.9661 -1.8564 -0.5 0.0 0.0
N 1.5297 -0.2144 -1.4287 1.3 -1.2 -0.3
C 1.1398 -0.6468 -0.1862 -0.8 -1.5 -0.2
Cl 2.1616 -1.9501 0.4372 -0.3 0.1 -0.8
N 1.0048 0.3138 0.7600 0.1 1.7 0.3
C -0.0812 0.8700 1.0477 -0.6 1.5 2.6
N -1.3581 0.4331 0.6649 1.8 0.3 -0.2
C -1.4370 -0.6764 -0.0519 -2.4 -1.0 -0.9
Cl -2.9808 -1.1312 -0.6566 0.1 0.2 0.3
N -0.4401 -1.4020 -0.2927 3.0 3.5 1.6
H 1.7356 -0.8655 -2.2124 -0.3 0.8 0.8
H -0.1209 1.7118 1.8497 0.2 -1.4 -1.7
H -2.1353 1.0341 0.7560 -0.9 0.6 0.2
H -0.4056 -2.2373 -0.7241 -0.6 -3.4 -1.9
```
Positions in Å, forces in eV/Å.

The calculation puts the LUMO energy at -0.1704 Eh. The molar mass is 186.00 g mol⁻¹. Its structure (SMILES) is FN[C@@]1(Cl)N=CNC(Cl)=[NH+]1. Its energy above the lowest of the compared OMol25 structures with the same formula, charge and spin is 36.4 kJ/mol. Its HOMO-LUMO gap is 0.3744 hartree. The HOMO energy is -0.54478 Eh. The energy is -1355.63342 Ha. The total charge is +1.

Results of the Mulliken charge analysis, in e, for atoms 1 through 4: -0.153 -0.047 0.484 -0.079

=====

Molecular formula: C9H18Cl2IN4O3P2
Method: DFT, ωB97M-V/def2-TZVPD

```
39
Properties=species:S:1:pos:R:3:forces:R:3
N 1.9093 0.6970 4.1079 -0.3 -0.3 -0.5
P 0.5846 0.1110 3.5340 1.0 0.6 0.6
C 0.0672 0.8093 1.9553 -0.3 -0.6 0.0
C -0.9577 1.6476 1.6567 0.2 0.2 0.3
P -2.2698 2.2942 2.7709 -0.6 -0.2 0.0
O -2.9806 3.3265 1.7310 0.2 -0.2 -0.2
I -0.9601 3.7418 4.2108 0.2 0.0 -0.1
N -0.8437 1.8992 0.3065 -0.2 0.2 0.1
C 0.1956 1.2464 -0.2099 -0.2 0.0 -0.5
C 0.6150 1.3259 -1.6280 0.3 0.2 0.3
C 1.5586 2.5354 -1.8303 -0.2 -0.3 0.0
N 1.9085 2.6534 -3.2391 0.3 0.4 0.3
N 0.7620 0.5754 0.7770 0.4 0.1 0.2
C 1.9381 -0.2686 0.6292 0.1 -0.1 -0.5
C 1.6831 -1.5461 -0.1645 0.2 -0.1 -0.3
O 2.5859 -2.2653 -0.4814 -0.4 0.1 0.3
O 0.3865 -1.7213 -0.4745 0.4 -0.1 0.9
H 2.3033 1.4355 3.5399 0.1 0.2 0.3
H 0.6435 -1.2708 3.2868 -0.4 -0.1 0.0
H -0.5562 0.2953 4.3336 -0.2 -0.2 -0.2
H -2.3783 3.9522 1.3101 -0.1 0.3 0.1
H -1.4656 2.4752 -0.2377 -0.1 0.0 0.0
H 1.1291 0.4095 -1.9011 -0.1 -0.1 -0.2
H -0.2721 1.4472 -2.2446 0.0 -0.1 -0.2
H 2.4342 2.3921 -1.1957 0.1 0.0 0.0
H 1.0510 3.4222 -1.4479 0.0 0.1 -0.1
H 1.6437 3.5691 -3.5787 -0.2 -0.1 -0.2
H 2.9152 2.6424 -3.3410 0.0 -0.2 -0.1
H 2.7295 0.2750 0.1179 0.0 0.1 0.0
H 2.3310 -0.5344 1.6079 0.0 0.0 0.1
H 0.2225 -2.6814 -0.5380 -0.2 0.0 -0.6
Cl -0.9834 -4.7740 -0.1521 0.0 0.0 0.0
C -2.5548 -4.6870 -1.0087 -0.1 0.0 0.0
C -2.3830 -4.1924 -2.4200 0.0 -0.1 0.0
Cl -1.8513 -2.4904 -2.4216 -0.1 0.1 -0.2
H -3.2056 -4.0349 -0.4336 0.0 0.0 0.0
H -2.9741 -5.6907 -1.0118 0.1 0.0 0.0
H -3.3253 -4.2499 -2.9602 0.0 0.1 0.1
H -1.6356 -4.7714 -2.9551 0.0 0.0 0.0
```
Positions in Å, forces in eV/Å.

The calculation puts the LUMO energy at -0.1268 Eh. The molar mass is 490.03 g mol⁻¹. Its energy above the lowest of the compared OMol25 structures with the same formula, charge and spin is 0.0 kJ/mol. Its HOMO-LUMO gap is 0.3220 hartree. The HOMO energy is -0.44887 Eh. The energy is -2699.07737 Ha. The total charge is +1.

Results of the Mulliken charge analysis, in e, for atoms 1 through 4: -0.631 0.329 -0.235 0.145

=====

Among the records above, which one has the lowest energy?
C24H20BrCl2IrNOS